Record 1
Computed, not measured: a cluster of 6 separate species, C26H55BrN5O11P2S in total in a non-equilibrium geometry, with ωB97M-V/def2-TZVPD.

The geometry in ORCA input format:
```
! wB97M-V def2-TZVPD RIJCOSX def2/J DEFGRID3
* xyz 1 1
N 4.521 -2.213 -1.950
C 5.233 -0.984 -1.581
C 4.375 0.278 -1.529
C 3.051 0.123 -0.775
C 1.798 0.790 -1.342
C 1.836 2.327 -1.413
C 2.853 2.946 -2.349
O 3.969 3.265 -1.976
Br 2.351 3.333 -4.194
C 1.351 0.256 -2.762
N 2.315 -0.612 -3.356
C -0.065 -0.438 -2.766
P -0.513 -0.938 -4.474
O 0.168 0.064 -5.526
O -2.087 -0.886 -4.606
S 0.076 -2.751 -4.796
C -1.117 0.479 -2.122
C -1.499 1.657 -3.002
O -2.886 1.601 -3.339
N -3.600 2.289 -2.295
O -4.319 1.579 -1.735
N -0.655 0.928 -0.762
C 0.684 0.442 -0.329
P 1.060 1.183 1.410
N 0.171 2.645 1.522
O 0.158 0.215 2.379
H 5.174 -2.907 -2.280
H 4.136 -2.608 -1.103
H 5.808 -1.113 -0.669
H 5.972 -0.808 -2.351
H 4.993 1.049 -1.092
H 4.174 0.575 -2.544
H 2.840 -0.939 -0.712
H 3.218 0.438 0.243
H 0.865 2.664 -1.766
H 1.993 2.811 -0.458
H 1.247 1.103 -3.429
H 2.400 -0.502 -4.349
H 2.242 -1.579 -3.095
H 0.046 -1.386 -2.269
H -0.517 0.605 -5.943
H -2.390 -1.792 -4.779
H -2.015 -0.104 -2.001
H -1.322 2.582 -2.460
H -0.966 1.683 -3.939
H -0.733 1.945 -0.717
H -1.330 0.582 -0.084
H 0.661 -0.622 -0.169
H -0.749 2.561 1.942
H 0.146 3.195 0.674
H 0.610 -0.639 2.359
C -2.365 -4.151 -0.119
C -1.871 -2.748 0.090
O -1.210 -2.190 -0.768
C -2.238 -2.088 1.392
H -2.037 -4.511 -1.091
H -1.967 -4.805 0.657
H -3.455 -4.170 -0.081
H -1.836 -2.661 2.227
H -3.324 -2.034 1.485
H -1.829 -1.082 1.438
C -2.206 5.949 -0.941
C -0.757 5.549 -1.001
O -0.413 4.485 -1.483
C 0.251 6.516 -0.445
H -2.822 5.165 -1.376
H -2.506 6.106 0.096
H -2.359 6.872 -1.500
H 0.051 6.695 0.612
H 0.195 7.462 -0.984
H 1.252 6.106 -0.553
C -5.621 -2.649 -7.507
C -5.046 -2.727 -6.115
O -4.139 -3.480 -5.847
C -5.658 -1.822 -5.071
H -5.096 -3.345 -8.155
H -6.681 -2.908 -7.489
H -5.506 -1.638 -7.902
H -6.718 -2.048 -4.955
H -5.544 -0.778 -5.367
H -5.157 -1.977 -4.117
C 3.281 -1.950 6.263
C 2.226 -1.707 5.222
O 2.379 -2.026 4.060
C 0.948 -1.040 5.657
H 4.138 -2.432 5.795
H 3.596 -1.006 6.702
H 2.893 -2.594 7.047
H 1.154 -0.050 6.061
H 0.435 -1.636 6.412
H 0.310 -0.949 4.779
C 0.624 -2.747 9.632
C 1.303 -1.399 9.677
O 1.981 -1.001 8.758
C 1.097 -0.574 10.923
H 0.850 -3.240 8.689
H 0.979 -3.373 10.451
H -0.457 -2.624 9.718
H 1.471 -1.113 11.794
H 0.036 -0.364 11.061
H 1.636 0.365 10.828
*
```

As for the HOMO energy: -10.41 eV. The HOMO-LUMO gap comes out at 0.270 Ha.

Record 2
Computed, not measured: a cluster of 3 separate species, C5H12O2 in total in a non-equilibrium geometry, with ωB97M-V/def2-TZVPD.

The geometry in ORCA input format:
```
! wB97M-V def2-TZVPD RIJCOSX def2/J DEFGRID3
* xyz 1 2
C -2.215 0.478 -0.425
C -0.837 0.091 -0.818
C -0.057 -0.785 -0.086
C 0.889 0.631 -2.577
C -0.239 0.873 -1.842
H -2.250 1.566 -0.270
H -2.634 -0.038 0.437
H -2.978 0.307 -1.191
H -0.402 -1.122 0.874
H 0.923 -1.152 -0.382
H 1.444 -0.308 -2.542
H 1.233 1.388 -3.250
H -0.747 1.798 -2.088
H 2.476 -3.288 1.802
H 1.911 -1.932 1.495
O 2.127 -2.769 1.056
H 0.586 2.097 2.868
H 0.350 0.632 3.308
O 0.420 1.534 3.631
*
```

As for the HOMO energy (spin up / spin down): -14.54 / -14.54 eV. For the relative energy (zero: lowest compared OMol25 entry of this formula, charge and spin), the calculation gives 0.590 eV. The HOMO-LUMO gap (spin up / spin down) comes out at 0.328 / 0.233 Ha.

Record 3
Computed, not measured: a structure of composition C23H31BF5GaO5, with ωB97M-V/def2-TZVPD.

The geometry in ORCA input format:
```
! wB97M-V def2-TZVPD RIJCOSX def2/J DEFGRID3
* xyz -2 1
C 1.848 0.029 2.413
C 0.965 -1.226 2.330
C 1.361 -2.236 1.245
C 1.751 -1.633 -0.118
C 0.956 -2.162 -1.327
C -0.369 -1.421 -1.586
C -1.526 -1.735 -0.622
Ga -2.487 -0.110 0.157
C -3.445 -0.699 1.873
C -3.957 -2.152 1.830
C -3.040 -3.196 2.425
F -2.780 -4.227 1.576
F -3.591 -3.793 3.535
F -1.838 -2.747 2.837
O -1.103 1.143 0.755
B -0.684 2.028 -0.135
O -1.578 2.934 -0.727
O 0.709 2.171 -0.485
C -3.911 0.614 -1.167
O -4.259 -0.209 -2.051
O -4.397 1.769 -0.985
H 2.710 -0.024 1.744
H 1.285 0.919 2.137
H 2.231 0.177 3.428
H 1.022 -1.742 3.295
H -0.079 -0.940 2.207
H 0.519 -2.912 1.096
H 2.174 -2.855 1.638
H 2.813 -1.841 -0.297
H 1.644 -0.546 -0.096
H 1.583 -2.045 -2.219
H 0.741 -3.228 -1.188
H -0.133 -0.347 -1.592
H -0.682 -1.660 -2.607
H -1.178 -2.397 0.174
H -2.314 -2.275 -1.155
H -2.818 -0.549 2.758
H -4.314 -0.050 2.006
H -4.157 -2.458 0.801
H -4.890 -2.254 2.391
H -2.034 2.548 -1.481
H 0.913 1.546 -1.183
F 4.505 -3.040 1.234
C 5.413 -2.330 1.918
C 5.384 -2.371 3.299
C 6.324 -1.631 4.000
C 7.266 -0.866 3.325
C 7.266 -0.840 1.937
C 6.335 -1.577 1.219
H 4.629 -2.963 3.798
H 6.314 -1.649 5.082
H 7.991 -0.284 3.879
H 7.989 -0.235 1.406
H 6.309 -1.570 0.138
F -2.605 2.489 -3.738
C -2.934 3.706 -4.168
C -3.815 4.435 -3.390
C -4.166 5.704 -3.822
C -3.649 6.221 -5.006
C -2.768 5.462 -5.763
C -2.398 4.190 -5.346
H -4.197 3.993 -2.475
H -4.850 6.294 -3.226
H -3.931 7.214 -5.335
H -2.362 5.860 -6.686
H -1.709 3.577 -5.911
*
```

As for the HOMO energy: 0.25 eV. The HOMO-LUMO gap comes out at 0.130 Ha.

Record 4
Computed, not measured: a cluster of 2 separate species, C5H12O in total, with ωB97M-V/def2-TZVPD.

The geometry in ORCA input format:
```
! wB97M-V def2-TZVPD RIJCOSX def2/J DEFGRID3
* xyz 0 1
C -0.003 -1.099 1.176
C 0.473 -0.065 0.156
C 1.995 -0.052 0.037
C -0.071 1.321 0.501
C -1.653 -0.246 -2.184
O -2.625 -0.156 -1.303
H 0.334 -2.108 0.913
H -1.098 -1.110 1.242
H 0.384 -0.865 2.177
H 2.377 -1.037 -0.256
H 2.322 0.672 -0.718
H 2.462 0.222 0.991
H 0.277 1.634 1.495
H 0.262 2.075 -0.222
H -1.168 1.327 0.514
H -1.377 0.827 -2.333
H 0.076 -0.367 -0.825
H -2.927 -1.056 -1.101
*
```

As for the HOMO energy: -8.92 eV. For the relative energy (zero: lowest compared OMol25 entry of this formula, charge and spin), the calculation gives 3.146 eV. The HOMO-LUMO gap comes out at 0.352 Ha.

Record 5
Computed, not measured: a structure of composition C10H11Br2MnO3 in a non-equilibrium geometry, with ωB97M-V/def2-TZVPD.

The geometry in ORCA input format:
```
! wB97M-V def2-TZVPD RIJCOSX def2/J DEFGRID3
* xyz 1 2
Mn 1.287 2.207 -0.927
Br 0.744 4.462 -1.946
C 2.591 4.482 -2.617
Br 3.512 2.877 -1.930
H 3.105 5.371 -2.257
H 2.573 4.430 -3.704
C -2.015 -3.788 -1.824
O -1.803 -3.608 -0.433
C -1.212 -2.500 0.003
C -1.095 -2.351 1.409
C -0.561 -1.218 1.950
C -0.067 -0.165 1.148
C 0.444 1.038 1.737
C 0.248 1.327 3.197
O 1.058 1.909 1.070
C -0.116 -0.338 -0.290
O 0.343 0.540 -1.111
C -0.715 -1.496 -0.817
H -2.548 -4.732 -1.919
H -1.067 -3.849 -2.366
H -2.629 -2.979 -2.234
H -1.451 -3.152 2.035
H -0.489 -1.128 3.022
H -0.790 1.206 3.490
H 0.556 2.350 3.393
H 0.855 0.669 3.815
H -0.759 -1.564 -1.894
*
```

As for the HOMO energy (spin up / spin down): -11.24 / -11.25 eV. The HOMO-LUMO gap (spin up / spin down) comes out at 0.260 / 0.260 Ha.

Record 6
Computed, not measured: a structure of composition C3H3MgNaO3 in a non-equilibrium geometry, with ωB97M-V/def2-TZVPD.

The geometry in ORCA input format:
```
! wB97M-V def2-TZVPD RIJCOSX def2/J DEFGRID3
* xyz 3 2
H -2.127 0.854 -1.955
C -0.954 0.405 0.179
C -0.580 -1.025 0.245
O 0.848 -1.028 0.031
C 1.253 0.186 -0.013
O 0.189 1.056 0.135
O 2.384 0.606 -0.068
Mg 4.281 0.244 -0.134
H -1.079 -1.600 -0.550
H -0.807 -1.488 1.218
Na -3.408 1.792 0.912
*
```

As for the HOMO energy (spin up / spin down): -20.15 / -21.66 eV. The HOMO-LUMO gap (spin up / spin down) comes out at 0.189 / 0.245 Ha.

Record 7
Computed, not measured: a cluster of 2 separate species, C8H13NO3 in total, with ωB97M-V/def2-TZVPD.

The geometry in ORCA input format:
```
! wB97M-V def2-TZVPD RIJCOSX def2/J DEFGRID3
* xyz 0 1
C -1.251 2.184 -0.206
C -0.976 0.712 -0.332
C -1.711 -0.301 0.124
C -2.997 -0.179 0.899
C -1.282 -1.737 -0.105
O -0.215 -1.904 -1.012
H -2.197 2.406 0.304
H -0.445 2.687 0.347
H -1.291 2.654 -1.205
H -0.064 0.465 -0.841
H -3.844 -0.596 0.334
H -3.247 0.851 1.162
H -2.938 -0.756 1.833
H -2.164 -2.324 -0.418
H -0.943 -2.181 0.849
H -0.522 -1.544 -1.862
O 2.658 1.944 -0.351
C 2.851 0.637 -0.087
C 3.815 0.059 0.659
O 3.583 -1.295 0.624
C 2.499 -1.441 -0.135
N 2.006 -0.324 -0.595
H 1.883 2.009 -0.915
H 4.661 0.410 1.226
H 2.131 -2.435 -0.297
*
```

As for the structure (SMILES): C/C=C(\C)CO.Oc1cocn1. As for the HOMO energy: -8.73 eV. For the relative energy (zero: lowest compared OMol25 entry of this formula, charge and spin), the calculation gives 2.046 eV. The HOMO-LUMO gap comes out at 0.351 Ha.

Record 8
Computed, not measured: the molecule C10H9NOS2 in a non-equilibrium geometry, with ωB97M-V/def2-TZVPD.

The geometry in ORCA input format:
```
! wB97M-V def2-TZVPD RIJCOSX def2/J DEFGRID3
* xyz 0 1
O -0.117 4.726 0.468
C 0.283 3.680 0.001
N 1.286 3.433 -0.855
C 1.610 2.161 -1.326
S 1.497 1.802 -3.084
C 0.461 1.056 -0.385
C 0.620 -0.274 -0.514
C -0.154 -1.291 0.214
C -1.530 -1.254 0.341
C -2.247 -2.141 1.059
C -1.591 -3.128 1.760
C -0.175 -3.278 1.631
C 0.487 -2.452 0.717
S -0.588 2.134 0.468
H 1.546 4.318 -1.371
H 2.544 1.921 -1.039
H 0.162 1.754 -3.093
H 1.576 -0.426 -1.128
H -2.172 -0.462 -0.141
H -3.339 -1.971 1.157
H -2.192 -3.779 2.315
H 0.460 -3.955 2.173
H 1.571 -2.574 0.631
*
```

As for the structure (SMILES): O=C1N[C@H](S)/C(=C/c2ccccc2)S1. As for the HOMO energy: -8.33 eV. The HOMO-LUMO gap comes out at 0.323 Ha.

Record 9
Computed, not measured: a structure of composition C3H4CoLiO3 in a non-equilibrium geometry, with ωB97M-V/def2-TZVPD.

The geometry in ORCA input format:
```
! wB97M-V def2-TZVPD RIJCOSX def2/J DEFGRID3
* xyz 2 5
O -1.483 -0.776 -0.146
C -0.561 -0.424 -1.172
C 0.225 0.792 -0.794
O 2.867 0.886 1.713
C 2.046 0.313 2.297
O 0.966 -0.160 2.340
Li -3.129 -1.325 -0.651
Co -0.694 -0.507 1.449
H -1.113 -0.207 -2.108
H 0.118 -1.267 -1.381
H -0.230 1.490 -0.079
H 0.988 1.185 -1.468
*
```

As for the HOMO energy (spin up / spin down): -16.98 / -19.87 eV. For the relative energy (zero: lowest compared OMol25 entry of this formula, charge and spin), the calculation gives 0.000 eV. The HOMO-LUMO gap (spin up / spin down) comes out at 0.284 / 0.323 Ha.

Record 10
Computed, not measured: the ion C7H6N3S2 with charge +1 in a non-equilibrium geometry, with ωB97M-V/def2-TZVPD.

The geometry in ORCA input format:
```
! wB97M-V def2-TZVPD RIJCOSX def2/J DEFGRID3
* xyz 1 1
C -0.743 -2.208 -0.697
C -0.945 -1.893 -2.033
C -0.585 -1.203 0.266
C -1.005 -0.584 -2.478
C -0.651 0.042 -0.253
C -0.852 0.434 -1.532
C 0.856 2.965 2.245
N -0.553 2.774 -0.476
N -0.131 2.306 1.745
N -0.368 2.067 0.523
S -0.927 2.175 -1.920
S 0.997 3.142 3.938
H -0.711 -3.233 -0.366
H -1.065 -2.688 -2.751
H -0.432 -1.435 1.304
H -1.167 -0.342 -3.514
H 1.624 3.406 1.612
H 2.153 3.815 3.900
*
```

As for the HOMO energy (spin up / spin down): -12.81 / -12.81 eV. For the relative energy (zero: lowest compared OMol25 entry of this formula, charge and spin), the calculation gives 0.899 eV. The HOMO-LUMO gap (spin up / spin down) comes out at 0.282 / 0.282 Ha.

Record 11
Computed, not measured: a structure of composition C12H7N2O5Sr in a non-equilibrium geometry, with ωB97M-V/def2-TZVPD.

The geometry in ORCA input format:
```
! wB97M-V def2-TZVPD RIJCOSX def2/J DEFGRID3
* xyz 1 1
O -1.703 2.818 -7.054
C -1.718 2.791 -5.860
Sr -1.662 1.187 -1.909
C -1.798 0.933 0.467
O -1.814 1.222 1.609
C -1.703 -1.485 -1.599
O -1.688 -2.686 -1.627
C 0.503 0.520 -1.937
O 1.676 0.539 -2.163
C -3.885 0.455 -1.997
O -5.023 0.435 -2.284
H -1.657 0.170 -3.790
N 1.063 -2.370 1.444
C 0.236 -2.182 0.382
N 0.072 -0.894 0.199
C 0.832 -0.181 1.111
C 1.026 1.188 1.366
C 1.810 1.522 2.472
C 2.395 0.555 3.297
C 2.228 -0.809 3.044
C 1.439 -1.139 1.936
H 1.367 -3.266 1.837
H -0.168 -3.039 -0.138
H 0.570 1.933 0.723
H 1.959 2.569 2.690
H 2.991 0.838 4.148
H 2.652 -1.624 3.632
*
```

As for the HOMO energy: -11.30 eV. For the relative energy (zero: lowest compared OMol25 entry of this formula, charge and spin), the calculation gives 1.901 eV. The HOMO-LUMO gap comes out at 0.242 Ha.

Record 12
Computed, not measured: a structure of composition C29H46AsBrN3O4PbS3Si3, with ωB97M-V/def2-TZVPD.

The geometry in ORCA input format:
```
! wB97M-V def2-TZVPD RIJCOSX def2/J DEFGRID3
* xyz 1 1
Pb 0.054 0.110 -0.195
O 1.562 -0.181 1.587
N 1.567 0.592 2.673
C 2.545 0.340 3.578
C 2.645 1.052 4.736
C 1.713 2.067 4.976
C 0.740 2.318 4.045
C 0.650 1.575 2.854
S -0.560 1.926 1.683
H 3.206 -0.461 3.287
H 3.435 0.822 5.434
H 1.760 2.654 5.883
H 0.010 3.100 4.194
O -3.584 -3.945 3.976
C -2.816 -3.172 3.190
C -1.421 -3.185 3.232
C -0.736 -2.355 2.370
N -1.344 -1.542 1.500
C -2.663 -1.530 1.504
Br -3.479 -0.288 0.324
C -3.462 -2.318 2.305
H -3.041 -4.481 4.568
H -0.884 -3.823 3.923
H 0.348 -2.324 2.358
H -4.540 -2.272 2.264
O 3.755 -2.010 -0.425
C 2.634 -2.848 -0.150
O 1.535 -2.508 -0.454
C 3.059 -4.104 0.477
C 2.052 -4.986 0.870
C 2.390 -6.189 1.461
C 3.728 -6.513 1.654
C 4.730 -5.637 1.259
C 4.401 -4.427 0.670
H 1.018 -4.719 0.699
H 1.616 -6.879 1.767
H 3.992 -7.456 2.113
H 5.769 -5.897 1.408
H 5.177 -3.742 0.361
C -3.927 1.655 -3.059
Si -2.905 3.089 -2.433
C -3.436 3.510 -0.693
C -3.156 4.549 -3.566
As -0.649 2.421 -2.339
Si 0.667 4.335 -1.942
C 2.401 3.689 -1.672
C 0.071 5.157 -0.380
C 0.673 5.599 -3.318
Si -0.146 1.540 -4.466
C -0.506 2.690 -5.896
C -1.160 -0.023 -4.651
C 1.660 1.063 -4.459
H -4.979 1.863 -2.838
H -3.666 0.700 -2.600
H -3.839 1.539 -4.140
H -4.524 3.631 -0.673
H -2.995 4.441 -0.337
H -3.174 2.723 0.019
H -4.213 4.831 -3.581
H -2.857 4.314 -4.590
H -2.583 5.419 -3.240
H 2.424 2.920 -0.896
H 3.048 4.510 -1.350
H 2.825 3.271 -2.588
H 0.150 4.497 0.485
H -0.961 5.498 -0.457
H 0.696 6.038 -0.204
H 0.828 5.164 -4.305
H 1.483 6.313 -3.142
H -0.261 6.163 -3.339
H -1.564 2.661 -6.166
H 0.066 2.371 -6.771
H -0.245 3.728 -5.691
H -2.166 0.185 -5.017
H -1.242 -0.570 -3.708
H -0.671 -0.678 -5.378
H 2.320 1.906 -4.246
H 1.924 0.676 -5.447
H 1.855 0.281 -3.723
C -1.854 -3.656 -3.494
S -1.588 -2.761 -1.955
C -1.336 -4.159 -0.848
H -0.969 -4.227 -3.773
H -2.056 -2.919 -4.271
H -2.712 -4.321 -3.415
H -2.275 -4.663 -0.620
H -0.899 -3.777 0.072
H -0.639 -4.871 -1.292
S 4.357 0.526 -1.587
C 3.504 -0.828 -0.929
N 2.596 -0.001 -1.156
*
```

As for the HOMO energy: -10.00 eV. For the relative energy (zero: lowest compared OMol25 entry of this formula, charge and spin), the calculation gives 2.168 eV. The HOMO-LUMO gap comes out at 0.266 Ha.

| no. | DFT total energy (eV) |
| --- | --- |
| 1 | -157276.1905 |
| 2 | -9464.4501 |
| 3 | -101235.9047 |
| 4 | -7424.1658 |
| 5 | -188087.6900 |
| 6 | -19128.7309 |
| 7 | -16137.9091 |
| 8 | -35722.5623 |
| 9 | -47130.3546 |
| 10 | -33485.2847 |
| 11 | -26599.4256 |
| 12 | -235744.4406 |